C17H34F3O11Sn | ωB97M-V with the def2-TZVPD basis set

- <S²>: 0.7542
- Spin multiplicity: 2
- Energy: -2008.7430 a.u.
- Highest occupied orbital energy (alpha / beta): -0.5214 / -0.5214 Eh
- Max |F|: 4.66 eV Å⁻¹
- Frontier orbital gap (alpha / beta): 5.2 / 3.6 eV
- Total charge: +2

XYZ file:
```
66
C17H34F3O11Sn | the OMol25 dataset | ωB97M-V with the def2-TZVPD basis set
Sn -1.2481 2.3868 -3.1028
F 2.3442 0.8294 0.4217
F 2.8277 2.4546 1.8421
F 1.5860 2.6894 -0.0166
O -0.8130 3.1135 1.5460
O 4.2238 3.6907 -0.4300
O -1.7386 1.9926 -0.2109
O -1.3775 4.0404 -0.3425
O 4.5446 1.4404 -0.8885
O -2.0222 -0.3768 -1.9496
O 2.0080 -1.5024 -5.9557
O -0.5762 0.3058 3.8537
O -4.2633 -2.2281 5.7498
O 0.3964 -0.3101 -3.7451
O -3.7055 -0.3459 3.5712
C -2.7363 0.2585 2.7186
C -3.7194 0.0458 4.8586
C -4.6835 -0.8786 5.7095
C -1.1559 -1.4083 -2.0749
C 5.6777 1.4620 -1.8121
C -5.0677 -3.1491 6.5506
C -1.3056 -0.2975 2.7232
C 1.7480 0.1216 -4.0984
C -1.2413 3.0266 0.2923
C 5.1364 1.8521 -3.2319
C 2.5889 -1.0253 -4.7830
C 0.8856 0.1520 3.7467
C 3.8655 2.5149 -0.3840
C 2.5916 -2.6938 -6.5121
C 2.6664 2.0897 0.5337
C 0.2869 -0.9957 -2.5338
C -3.3608 -0.7891 -1.8359
H -3.8932 0.1444 -1.6537
H -1.4725 -2.1844 -2.7718
H 0.5401 -0.2100 -1.8221
H 2.2907 -2.8127 -7.5530
H 6.4434 2.2086 -1.6015
H 1.1204 -0.8404 4.1317
H 3.6600 -2.8693 -6.3862
H 4.6286 1.0118 -3.7054
H 1.5555 0.8448 4.2559
H 3.5511 -0.5507 -4.9755
H 1.1341 0.0314 2.6922
H -2.6876 0.0071 5.2076
H -3.5626 -1.4195 -0.9700
H 4.4490 2.6934 -3.1430
H 2.1689 -3.5056 -5.9201
H -4.9045 -0.4610 6.6918
H -5.6240 -0.8888 5.1585
H -3.9360 1.1141 4.8629
H -4.5358 -4.0952 6.6515
H 2.7034 -1.7911 -4.0158
H -1.0770 2.2427 1.8518
H 6.0082 2.2126 -3.7779
H -3.0859 0.0433 1.7088
H -0.8455 -0.1126 1.7525
H -1.1364 -1.8970 -1.1008
H -6.0193 -3.3119 6.0446
H 6.1935 0.5030 -1.8604
H -2.8382 1.3419 2.7819
H 2.2754 0.7033 -3.3424
H -3.8340 -1.4709 -2.5425
H -1.1382 -1.3648 2.8684
H -5.1835 -2.8247 7.5847
H 0.9963 -1.8140 -2.4106
H 1.6931 0.8559 -4.9021
```